(1)
Entry from the OMol25 dataset: 2 unconnected molecules or ions with the total composition CH6N2 in a non-equilibrium geometry (ωB97M-V/def2-TZVPD).

XYZ file:
```
9
Properties=species:S:1:pos:R:3:forces:R:3
C 2.455308 -3.533052 1.348607 0.8 -0.5 -2.0
N 2.506611 -2.303416 1.055204 0.7 0.0 0.2
H 2.186381 -4.148229 0.473094 -1.0 -0.1 0.7
H 2.906939 -4.137223 2.141956 0.0 0.7 0.5
H 3.119532 -1.744447 1.652672 -0.6 -0.1 0.6
N -3.547885 4.043135 -1.630266 -0.1 -0.2 0.7
H -2.940122 4.848877 -1.624140 0.0 0.1 -0.5
H -3.523088 3.537046 -2.502895 0.2 0.2 -0.2
H -3.163675 3.437313 -0.914236 -0.2 -0.2 0.0
```
Forces are in eV/Å.

Output
* molecular weight: 46.07 g mol⁻¹
* multiplicity: 1
* DFT total energy: -151.16015 Ha
* net charge: 0
* HOMO: -10.029 eV
* ΔE to the lowest compared entry with this formula, charge and spin: 24.4 kcal per mole
* lowest unoccupied orbital energy: 1.278 eV

(2)
Entry from the OMol25 dataset: a gas-phase ion, C5H6BrF2N2OP2 (charge +1) in a non-equilibrium geometry (ωB97M-V/def2-TZVPD).

XYZ file:
```
19
Properties=species:S:1:pos:R:3:forces:R:3
N 3.255219 -2.035809 0.063308 0.2 2.3 0.0
P 3.189006 -0.478984 -0.378412 0.6 -3.9 1.1
C 1.326904 -0.027797 -0.298729 -4.2 1.7 0.4
C 0.606529 -0.038217 1.087665 -2.7 1.0 -3.3
C -0.918479 0.300995 1.139459 2.5 -0.1 -3.6
C -1.688453 0.621849 -0.167647 3.2 -2.0 2.3
P -3.579203 0.999104 -0.056530 -1.3 1.3 0.8
O -3.922978 1.151861 1.628528 1.8 -2.2 -2.3
Br -4.695438 -0.845387 -0.832989 1.2 0.7 0.7
N -0.959375 0.630495 -1.418378 1.8 -0.9 2.9
F -1.676137 0.958365 -2.519745 0.7 -0.4 0.5
C 0.458435 0.323022 -1.521351 1.5 -0.4 1.1
F 1.106874 0.325805 -2.779900 -2.7 0.3 3.6
H 3.823855 -2.139928 0.917144 -0.4 -0.1 -0.5
H 3.970829 0.328771 0.540313 -0.9 0.3 -1.0
H 3.703308 -0.406997 -1.724496 -0.9 0.9 0.7
H 1.106811 -0.291239 2.075606 -0.4 0.3 -1.7
H -1.435820 0.312839 2.149828 0.6 0.1 -1.7
H -3.671895 0.311258 2.096335 -0.6 0.9 -0.2
```
Forces are in eV/Å.

Output
* molecular weight: 289.96 g mol⁻¹
* multiplicity: 1
* DFT total energy: -3834.81875 Ha
* net charge: +1
* HOMO: -12.261 eV
* lowest unoccupied orbital energy: -6.044 eV

(3)
Entry from the OMol25 dataset: a molecular structure, C37H45BCl4N12O3PRbSe (ωB97M-V/def2-TZVPD).

XYZ file:
```
105
Properties=species:S:1:pos:R:3:forces:R:3
Rb 0.142608 0.458156 0.067952 0.0 0.1 -0.2
C 3.454657 2.054551 -2.102707 0.0 0.0 0.0
C 3.471911 0.842915 -1.210054 0.0 0.1 0.3
O 2.936709 0.820257 -0.116727 0.3 -0.1 -0.1
N 4.187791 -0.226976 -1.702199 0.0 0.0 -0.1
C 3.982371 -1.561801 -1.157454 0.0 0.0 0.1
C 2.900064 -2.272872 -1.931956 0.1 0.1 0.0
C 3.170365 -3.314293 -2.809837 0.0 0.0 0.0
C 2.141748 -3.786721 -3.615601 0.0 0.0 0.0
C 0.894201 -3.198513 -3.519940 0.0 0.0 0.0
C 0.714413 -2.183245 -2.586751 0.0 0.0 0.0
N 1.688078 -1.740408 -1.804848 -0.1 -0.1 0.1
H 3.026204 2.887094 -1.549045 0.0 0.0 0.0
H 2.806094 1.827644 -2.951697 0.0 0.0 0.0
H 4.458684 2.305629 -2.453418 0.0 0.0 0.0
H 4.334838 -0.188453 -2.699878 0.0 0.0 0.0
H 3.681668 -1.451823 -0.115617 0.0 0.0 -0.1
H 4.919867 -2.122096 -1.202087 0.0 0.0 0.0
H 4.170914 -3.725326 -2.877007 0.0 0.0 0.0
H 2.321667 -4.586149 -4.324789 0.0 0.0 0.0
H 0.072422 -3.500178 -4.156391 0.0 0.0 0.0
H -0.249320 -1.696771 -2.469273 0.0 0.0 0.0
N 0.067544 3.408060 -2.641952 -0.1 0.3 0.1
C -0.248357 4.093532 -1.546854 0.0 -0.1 -0.1
N -0.994819 5.208976 -1.680182 0.0 0.0 0.0
C -1.288593 5.808511 -0.541143 0.0 0.0 0.0
N -2.058235 6.949671 -0.617516 0.0 0.0 0.0
N -0.901948 5.436030 0.683819 0.0 0.0 0.0
C -0.141791 4.336314 0.687692 -0.1 -0.1 0.1
N 0.211530 3.626857 -0.362302 0.0 0.0 0.0
C 0.304464 3.850523 2.032881 0.0 0.0 0.0
C -0.445698 4.150844 3.164946 0.0 0.0 0.0
C -0.036774 3.644013 4.384004 0.0 0.1 0.0
C 1.125638 2.891383 4.434491 0.0 0.0 0.0
C 1.813609 2.663371 3.252084 0.0 -0.1 0.0
N 1.411807 3.114130 2.069747 0.0 0.1 0.0
H -0.438333 3.658245 -3.474825 0.0 0.0 0.0
H 0.393629 2.427446 -2.564986 0.1 -0.2 0.0
H -2.610295 7.007202 -1.457400 0.0 0.0 0.0
H -2.540616 7.166856 0.238634 0.0 0.0 0.0
H -1.349234 4.733032 3.062445 0.0 0.0 0.0
H -0.630549 3.808210 5.274106 0.0 0.0 0.0
H 1.481428 2.465568 5.364374 0.0 0.0 0.0
H 2.719770 2.063229 3.244057 0.0 0.0 0.0
Cl -3.610619 -0.377208 -6.629601 0.0 0.0 0.0
C -2.306748 -0.042628 -5.520200 0.0 0.0 0.0
C -1.002365 -0.113805 -5.952164 0.0 0.0 0.0
Cl -0.625652 -0.551953 -7.596266 0.0 0.0 0.0
C 0.031802 0.172215 -5.035023 0.0 0.0 0.0
Cl 1.703935 0.101824 -5.553979 0.0 0.0 0.0
C -0.195233 0.511159 -3.699669 0.1 0.1 0.1
O 0.748538 0.791733 -2.867523 0.0 0.1 -0.1
C -1.587459 0.532139 -3.213180 0.0 0.0 0.0
O -1.808359 0.751489 -1.979946 -0.1 -0.1 -0.1
C -2.586981 0.285315 -4.178839 0.0 0.0 0.0
Cl -4.245352 0.378352 -3.637181 0.0 0.0 0.0
C 0.149556 -4.853856 -0.435403 0.0 0.0 0.0
C -1.267425 -4.323188 -0.661749 0.0 0.0 0.0
C -2.273522 -5.466647 -0.804138 0.0 0.0 0.0
P -1.561616 -2.908264 0.522318 -0.1 -0.1 0.1
C -1.423189 -3.634406 2.241804 0.0 0.0 0.0
C -1.919470 -2.577492 3.234240 0.0 0.0 0.0
C -2.003849 -5.006729 2.585881 0.0 0.0 0.0
C -3.348142 -2.432675 0.305242 0.0 0.0 0.0
C -4.477779 -3.351119 0.775327 0.0 0.0 0.0
C -3.537914 -2.008679 -1.155601 0.0 0.0 0.0
H 0.440497 -5.517773 -1.256050 0.0 0.0 0.0
H 0.220603 -5.424318 0.495314 0.0 0.0 0.0
H 0.876782 -4.041255 -0.387671 0.0 0.0 0.0
H -1.251754 -3.806831 -1.624878 0.0 0.1 0.0
H -2.431651 -6.006722 0.127539 0.0 0.0 0.0
H -1.900648 -6.184884 -1.543246 0.0 0.0 0.0
H -3.240567 -5.111616 -1.157180 0.0 0.0 0.0
H -0.337103 -3.712338 2.370949 0.1 0.0 0.0
H -3.008688 -2.511458 3.235723 0.0 0.0 0.0
H -1.542440 -1.580629 3.002237 0.0 0.0 0.0
H -1.609747 -2.828136 4.252523 0.0 0.0 0.0
H -3.076735 -5.058935 2.404555 0.0 0.0 0.0
H -1.839102 -5.209748 3.650109 0.0 0.0 0.0
H -1.527989 -5.809892 2.024595 0.0 0.0 0.0
H -3.408321 -1.515619 0.902895 0.0 0.0 0.0
H -4.455605 -4.326987 0.291367 0.0 0.0 0.0
H -5.437700 -2.885339 0.530275 0.0 0.0 0.0
H -4.460286 -3.508575 1.852817 0.0 0.0 0.0
H -3.457484 -2.860137 -1.838549 0.0 0.0 0.0
H -2.816827 -1.242175 -1.454770 0.0 0.0 0.0
H -4.529481 -1.571985 -1.294429 0.0 0.0 0.0
B -2.594341 0.995967 5.204956 0.1 0.1 0.0
C -1.845859 1.022382 3.802414 0.1 -0.2 0.0
N -1.238378 0.972942 2.818391 -0.2 0.1 0.0
H -1.779675 0.606701 6.033682 0.0 0.0 0.0
H -2.969129 2.123251 5.477901 0.0 0.0 0.0
H -3.532452 0.224872 5.132061 0.0 0.0 0.0
Se 3.359201 -4.890095 2.158821 0.0 0.0 0.0
N 2.741466 -4.632670 3.813501 0.1 0.0 0.0
C 2.182063 -3.445885 3.804139 -0.1 0.0 0.0
C 1.541875 -2.830192 4.930992 0.0 0.0 0.0
C 1.017708 -1.604242 4.742562 0.0 0.0 0.0
C 1.103635 -0.961991 3.447021 -0.1 0.1 0.0
N 1.640214 -1.475628 2.387650 0.2 0.0 0.0
C 2.205330 -2.717792 2.543259 0.0 0.0 0.0
N 2.802678 -3.325505 1.544759 0.0 -0.1 0.0
H 1.484779 -3.364421 5.870251 0.0 0.0 0.0
H 0.485122 -1.077060 5.523925 0.0 0.0 0.0
H 0.641303 0.013315 3.337831 0.0 0.0 0.0
```
Forces are in eV/Å.

Output
* molecular weight: 1053.87 g mol⁻¹
* multiplicity: 1
* DFT total energy: -6952.44908 Ha
* net charge: -2
* HOMO: -1.211 eV
* ΔE to the lowest compared entry with this formula, charge and spin: 19.6 kcal per mole
* lowest unoccupied orbital energy: 2.677 eV

(4)
Entry from the OMol25 dataset: a single C23H22N6O3S2 molecule in a non-equilibrium geometry (ωB97M-V/def2-TZVPD).

XYZ file:
```
56
Properties=species:S:1:pos:R:3:forces:R:3
C -0.980776 -1.662286 3.527485 -0.1 0.1 0.1
C -1.403205 -0.402808 4.280261 -0.2 -0.7 0.0
N -0.689720 0.743435 3.776034 0.5 0.7 -0.2
C 0.571893 1.128271 4.120615 0.0 0.0 0.2
S 1.491678 0.376432 5.399894 0.2 0.0 0.2
C 3.104973 0.244429 4.535107 -0.5 0.0 0.1
C 2.848058 -0.542265 3.262970 0.3 0.2 0.1
O 2.749815 -1.747674 3.261110 0.0 -0.3 0.0
N 2.679507 0.259127 2.169985 0.4 0.3 -0.3
C 2.046930 -0.065266 0.971463 -0.1 -0.2 -0.2
C 1.669642 -1.367019 0.640463 0.0 -0.1 0.1
C 0.949586 -1.595702 -0.518390 -0.1 0.0 -0.1
C 0.628077 -0.538991 -1.347133 -0.3 -0.2 -0.6
S -0.375170 -0.810458 -2.790099 0.7 -0.3 -0.1
O -0.825274 -2.170210 -2.837405 0.2 -0.1 0.2
O -1.365412 0.219096 -2.891175 0.0 0.4 0.0
N 0.782026 -0.543064 -4.000232 -0.2 0.1 1.1
C 0.472259 -0.759778 -5.337020 -0.5 0.0 -0.9
C -0.798012 -0.470629 -5.837758 0.1 -0.1 -0.1
C -1.022583 -0.681310 -7.183330 0.2 -0.1 0.0
C 0.012058 -1.155996 -7.981317 -0.1 0.0 0.0
C 1.232213 -1.404647 -7.381071 -0.1 0.0 -0.2
N 1.462467 -1.220920 -6.090194 0.1 0.1 0.6
C 1.029270 0.752434 -1.051005 0.2 0.1 0.1
C 1.739129 0.991311 0.107856 0.0 -0.1 -0.1
N 1.000461 2.071632 3.323812 0.4 0.0 0.8
N 0.035265 2.308756 2.424751 -0.6 0.4 -0.8
C -0.978082 1.525477 2.687359 0.2 -0.1 0.3
C -2.209811 1.452319 1.911334 -0.3 0.0 -0.2
C -2.120895 1.263891 0.535655 0.0 0.0 0.1
C -3.266101 1.160718 -0.231385 0.0 0.0 -0.1
C -4.509808 1.259330 0.371198 0.0 0.0 0.0
C -4.604105 1.470751 1.737574 -0.1 0.0 0.0
C -3.460964 1.564945 2.510809 0.1 0.0 0.0
H -1.537486 -2.515550 3.903185 -0.1 -0.1 0.0
H 0.081197 -1.855761 3.663002 0.1 0.0 0.0
H -1.183179 -1.551649 2.463353 0.0 0.0 -0.1
H -2.472994 -0.229579 4.151206 0.2 0.0 0.1
H -1.179303 -0.500226 5.345676 -0.1 0.1 -0.1
H 3.494037 1.246415 4.369118 0.1 -0.1 0.0
H 3.737796 -0.320777 5.216729 0.0 0.0 -0.1
H 2.732739 1.260975 2.333668 -0.1 -0.3 0.1
H 1.918684 -2.181386 1.300196 0.0 0.0 0.0
H 0.614652 -2.585538 -0.784690 0.0 -0.2 0.0
H 1.691475 -0.919671 -3.770331 0.1 -0.1 0.2
H -1.562545 -0.101597 -5.176265 -0.1 0.1 0.0
H -1.993876 -0.477009 -7.609667 -0.1 0.0 0.0
H -0.130184 -1.329560 -9.036055 0.0 0.0 -0.1
H 2.075874 -1.776750 -7.947545 0.0 0.0 -0.1
H 0.757176 1.552804 -1.720261 0.0 0.2 0.0
H 2.020477 1.998466 0.374340 0.0 0.1 0.0
H -1.149968 1.191266 0.073137 0.1 0.0 0.0
H -3.170050 0.997706 -1.293964 0.0 0.0 -0.1
H -5.407642 1.179178 -0.222976 -0.1 0.0 -0.1
H -5.573183 1.564293 2.205426 -0.1 0.0 0.0
H -3.540251 1.755889 3.572134 0.0 0.0 0.1
```
Forces are in eV/Å.

Output
* molecular weight: 494.60 g mol⁻¹
* multiplicity: 1
* DFT total energy: -2240.32131 Ha
* net charge: 0
* HOMO: -8.667 eV
* ΔE to the lowest compared entry with this formula, charge and spin: 6.5 kcal per mole
* lowest unoccupied orbital energy: 0.248 eV